# C29H25N4O5SScSe4

A structure of composition C29H25N4O5SScSe4 in a non-equilibrium geometry (wB97M-V/def2-TZVPD, the OMol25 dataset).

Results
HOMO energy	-0.011	hartree
F_max	0.045	Eh/bohr
charge	-2
calculated total energy	-339603.308	eV
gap between HOMO and LUMO	0.1482	Ha
energy above the lowest of the compared OMol25 structures with the same formula, charge and spin	261.3	kJ/mol
spin multiplicity	1
M	902.41	g mol⁻¹

Element x y z (Å)
Sc  1.237  0.128  0.329
O  -0.498  -0.496  -0.477
C  -1.081  0.108  -1.452
C  -2.491  0.194  -1.515
C  -3.112  0.893  -2.525
C  -2.369  1.536  -3.523
C  -0.994  1.400  -3.520
C  -0.337  0.655  -2.538
C  1.066  0.290  -2.738
N  1.732  -0.533  -2.018
C  2.954  -1.065  -2.617
C  4.020  -1.361  -1.570
N  4.035  -0.285  -0.614
C  4.944  -0.256  0.267
C  4.955  0.700  1.379
C  6.103  0.824  2.161
C  6.164  1.711  3.220
C  5.033  2.465  3.534
C  3.860  2.315  2.823
C  3.787  1.423  1.735
O  2.666  1.234  1.108
H  -3.061  -0.299  -0.737
H  -4.196  0.955  -2.539
H  -2.867  2.105  -4.298
H  -0.398  1.853  -4.307
H  1.518  0.656  -3.672
H  3.348  -0.372  -3.375
H  2.680  -1.994  -3.126
H  4.995  -1.505  -2.057
H  3.781  -2.303  -1.064
H  5.762  -0.991  0.259
H  6.957  0.198  1.921
H  7.063  1.799  3.817
H  5.067  3.162  4.365
H  2.959  2.858  3.080
Se  2.175  -1.637  1.527
Se  3.665  -3.789  2.623
Se  4.843  -5.636  3.474
Se  1.800  -3.835  1.101
C  -6.139  2.421  0.193
C  -4.684  2.327  0.571
C  -4.234  1.375  1.475
C  -2.885  1.274  1.795
C  -1.983  2.135  1.203
C  -2.417  3.112  0.313
C  -3.760  3.206  0.003
S  -0.234  2.023  1.486
O  0.345  2.151  0.123
O  0.089  3.069  2.416
O  0.037  0.646  1.988
H  -6.765  1.841  0.871
H  -6.299  2.039  -0.819
H  -6.474  3.460  0.206
H  -4.945  0.693  1.928
H  -2.529  0.528  2.494
H  -1.686  3.775  -0.130
H  -4.103  3.953  -0.704
N  -5.720  -4.362  -0.897
C  -4.614  -4.106  -0.717
C  -3.231  -3.777  -0.473
C  -2.313  -3.746  -1.515
C  -0.991  -3.454  -1.212
N  -0.575  -3.175  0.014
C  -1.457  -3.185  1.004
C  -2.798  -3.486  0.817
H  -2.627  -3.946  -2.530
H  -0.227  -3.423  -1.982
H  -1.057  -2.966  1.988
H  -3.489  -3.506  1.648

These are the natural (NBO) partial charges, in e, on atoms 1 to 8:
1. Sc 1.3903
2. O -0.7594
3. C 0.4075
4. C -0.3031
5. C -0.1707
6. C -0.3192
7. C -0.1633
8. C -0.1730